Arrangement A

{
  "formula": "C24H34N2O3",
  "method": "the ωB97M-V functional and the def2-TZVPD basis",
  "e_lumo_ev": -0.4,
  "spin_multiplicity": 1,
  "smiles": "CC(C)CN(CCOc1cccc(N2C(=O)C3=C(CCCC3)C2=O)c1)CC(C)C",
  "elements": ["C", "H", "H", "H", "C", "C", "H", "H", "H", "C", "N", "C", "H", "H", "C", "O", "C", "C", "C", "C", "C", "C", "H", "H", "H", "N", "C", "O", "C", "C", "C", "H", "C", "H", "C", "H", "H", "C", "H", "H", "H", "H", "C", "O", "H", "H", "H", "C", "H", "C", "C", "H", "H", "H", "C", "H", "H", "H", "H", "H", "H", "H", "H"],
  "positions_angstrom": [[-3.208, -0.616, 2.980], [-3.503, -1.574, 2.557], [-2.704, -0.799, 3.927], [-4.109, -0.037, 3.178], [-2.283, 0.126, 2.018], [-1.054, -0.715, 1.696], [-1.343, -1.628, 1.179], [-0.375, -0.155, 1.061], [-0.529, -0.987, 2.609], [-1.865, 1.472, 2.622], [-1.182, 2.318, 1.655], [-2.111, 3.000, 0.772], [-2.424, 3.972, 1.186], [-3.011, 2.390, 0.668], [-1.520, 3.186, -0.640], [-2.334, 2.563, -1.619], [-2.288, 1.199, -1.717], [-1.100, 0.484, -1.803], [-1.135, -0.895, -1.961], [-2.347, -1.570, -2.025], [-3.525, -0.848, -1.970], [-3.503, 0.525, -1.819], [-4.418, 1.096, -1.780], [-4.470, -1.365, -2.034], [-2.367, -2.641, -2.138], [0.079, -1.615, -2.076], [0.269, -2.709, -2.927], [-0.555, -3.188, -3.661], [1.683, -3.124, -2.739], [2.257, -2.313, -1.842], [3.668, -2.404, -1.393], [3.694, -2.832, -0.386], [4.447, -3.288, -2.371], [4.617, -2.735, -3.297], [3.670, -4.568, -2.689], [3.440, -5.086, -1.756], [4.283, -5.232, -3.300], [2.365, -4.251, -3.424], [2.568, -3.964, -4.461], [1.706, -5.121, -3.459], [5.419, -3.540, -1.946], [4.104, -1.405, -1.325], [1.257, -1.312, -1.394], [1.407, -0.414, -0.605], [-0.151, 0.993, -1.759], [-0.501, 2.793, -0.651], [-1.501, 4.239, -0.931], [-0.254, 3.252, 2.277], [-0.058, 4.056, 1.562], [1.088, 2.610, 2.645], [1.869, 2.241, 1.389], [2.087, 3.132, 0.803], [1.298, 1.549, 0.780], [2.810, 1.765, 1.653], [1.897, 3.569, 3.517], [2.087, 4.498, 2.982], [2.854, 3.125, 3.781], [1.363, 3.806, 4.435], [0.901, 1.695, 3.215], [-0.703, 3.711, 3.176], [-2.751, 1.984, 3.039], [-1.183, 1.277, 3.451], [-2.826, 0.305, 1.084]]
}

---

Arrangement B

{
  "formula": "C24H34N2O3",
  "method": "the ωB97M-V functional and the def2-TZVPD basis",
  "e_lumo_ev": 0.8,
  "spin_multiplicity": 1,
  "smiles": "CCOc1cc(CN2CCN(CCc3ccccc3)[C@H](CCO)C2)ccc1OC",
  "elements": ["C", "C", "O", "C", "C", "C", "C", "C", "C", "O", "C", "H", "H", "H", "H", "H", "C", "N", "C", "C", "N", "C", "H", "C", "C", "C", "C", "C", "C", "C", "H", "H", "H", "H", "H", "H", "H", "H", "C", "C", "H", "H", "C", "H", "H", "C", "O", "H", "H", "H", "H", "H", "H", "H", "H", "H", "H", "H", "H", "H", "H", "H", "H"],
  "positions_angstrom": [[3.935, 1.477, 2.688], [4.168, 0.182, 1.914], [4.003, -0.970, 2.711], [2.748, -1.392, 3.030], [1.568, -0.844, 2.564], [0.332, -1.373, 2.928], [0.288, -2.461, 3.775], [1.462, -3.020, 4.264], [2.693, -2.503, 3.904], [3.901, -2.980, 4.324], [3.915, -4.083, 5.191], [4.966, -4.287, 5.391], [3.404, -3.863, 6.135], [3.458, -4.966, 4.730], [1.398, -3.867, 4.928], [-0.661, -2.885, 4.068], [-0.918, -0.730, 2.390], [-0.776, -0.419, 0.979], [-0.702, -1.616, 0.163], [-0.378, -1.215, -1.279], [-1.336, -0.281, -1.832], [-2.546, -0.872, -2.368], [-3.430, -0.349, -1.990], [-2.534, -0.766, -3.907], [-2.380, 0.670, -4.307], [-1.117, 1.204, -4.527], [-0.960, 2.547, -4.826], [-2.069, 3.375, -4.908], [-3.332, 2.850, -4.693], [-3.484, 1.508, -4.393], [-4.473, 1.105, -4.225], [-4.200, 3.490, -4.758], [-1.949, 4.422, -5.141], [0.028, 2.949, -4.997], [-0.253, 0.559, -4.462], [-3.464, -1.180, -4.299], [-1.697, -1.351, -4.292], [-2.639, -1.927, -2.085], [-1.527, 0.866, -0.960], [-1.833, 0.442, 0.485], [-2.815, -0.069, 0.515], [-1.894, 1.328, 1.120], [-0.296, 1.781, -1.023], [0.447, 1.457, -0.296], [0.129, 1.702, -2.025], [-0.658, 3.242, -0.750], [-1.673, 3.728, -1.594], [-1.443, 3.523, -2.510], [-1.045, 3.361, 0.265], [0.247, 3.862, -0.847], [-2.377, 1.438, -1.349], [0.605, -0.738, -1.293], [-0.337, -2.100, -1.916], [-1.656, -2.178, 0.194], [0.087, -2.261, 0.557], [-1.089, 0.214, 2.920], [-1.789, -1.384, 2.583], [1.567, -0.004, 1.890], [3.523, 0.138, 1.027], [5.210, 0.133, 1.583], [4.137, 2.331, 2.046], [2.910, 1.537, 3.045], [4.600, 1.514, 3.547]]
}

---

Result of the stability comparison: arrangement B is the least stable of them.

---

Arrangement A

{
  "formula": "C8H10N3",
  "method": "the ωB97M-V functional and the def2-TZVPD basis",
  "e_lumo_ev": -4.8,
  "spin_multiplicity": 1,
  "smiles": "CN(C)c1cc[n+](C#N)cc1",
  "charge": 1,
  "elements": ["N", "C", "C", "C", "C", "C", "C", "N", "N", "C", "C", "H", "H", "H", "H", "H", "H", "H", "H", "H", "H"],
  "positions_angstrom": [[-1.944, 1.508, -4.359], [-1.653, 1.139, -3.297], [-1.147, 0.515, 0.212], [0.543, -0.532, -1.036], [0.012, -0.135, 0.188], [-1.734, 0.881, -1.020], [-0.144, -0.246, -2.206], [0.641, -0.433, 1.357], [-1.195, 0.505, -2.212], [0.782, 0.767, 2.360], [1.335, -1.727, 1.519], [-1.581, 0.988, 1.061], [1.523, -0.883, -1.015], [-2.820, 1.305, -1.104], [0.404, -0.467, -3.195], [-0.142, 0.652, 2.951], [0.826, 1.772, 1.974], [1.689, 0.581, 2.937], [1.059, -2.197, 2.577], [1.091, -2.368, 0.733], [2.456, -1.625, 1.574]]
}

---

Arrangement B

{
  "formula": "C8H10N3",
  "method": "the ωB97M-V functional and the def2-TZVPD basis",
  "e_lumo_ev": -4.2,
  "spin_multiplicity": 1,
  "charge": 1,
  "elements": ["C", "C", "C", "C", "C", "C", "C", "C", "N", "N", "N", "H", "H", "H", "H", "H", "H", "H", "H", "H", "H"],
  "positions_angstrom": [[-0.656, -2.368, 1.667], [0.739, -2.438, 2.002], [-1.175, -1.365, 0.778], [1.639, -1.545, 1.409], [-0.210, -0.610, 0.233], [1.102, -0.633, 0.486], [0.021, 1.287, -0.900], [-0.825, 2.424, -0.344], [1.990, 0.280, -0.142], [1.503, 1.200, -0.801], [-0.157, 1.173, -2.417], [-1.362, -3.008, 2.167], [0.986, -3.066, 2.823], [-2.251, -1.352, 0.550], [2.641, -1.524, 1.586], [-1.860, 1.974, -0.033], [-1.023, 2.944, -1.301], [-0.327, 3.102, 0.350], [0.144, 2.074, -2.838], [-1.236, 1.137, -2.653], [0.317, 0.313, -2.622]]
}

---

Result of the stability comparison: arrangement B is the least stable of them.

---

Arrangement A

{
  "formula": "C12H48N24O12",
  "method": "the ωB97M-V functional and the def2-TZVPD basis",
  "e_lumo_ev": -0.3,
  "spin_multiplicity": 1,
  "smiles": "NC(N)=O.NC(N)=O.NC(N)=O.NC(N)=O.NC(N)=O.NC(N)=O.NC(N)=O.NC(N)=O.NC(N)=O.NC(N)=O.NC(N)=O.NC(N)=O",
  "elements": ["C", "O", "N", "N", "H", "H", "H", "H", "C", "O", "N", "N", "H", "H", "H", "H", "C", "O", "N", "N", "H", "H", "H", "H", "C", "O", "N", "N", "H", "H", "H", "H", "C", "O", "N", "N", "H", "H", "H", "H", "C", "O", "N", "N", "H", "H", "H", "H", "C", "O", "N", "N", "H", "H", "H", "H", "C", "O", "N", "N", "H", "H", "H", "H", "C", "O", "N", "N", "H", "H", "H", "H", "C", "O", "N", "N", "H", "H", "H", "H", "C", "O", "N", "N", "H", "H", "H", "H", "C", "O", "N", "N", "H", "H", "H", "H"],
  "positions_angstrom": [[-4.512, 1.697, -1.883], [-3.865, 2.306, -1.044], [-3.891, 0.996, -2.840], [-5.820, 1.568, -1.948], [-4.325, 0.116, -3.079], [-2.888, 0.893, -2.773], [-6.161, 0.933, -2.655], [-6.397, 1.940, -1.208], [-6.116, -3.894, -3.694], [-6.131, -2.712, -4.056], [-7.078, -4.775, -3.702], [-5.024, -4.522, -3.331], [-6.862, -5.762, -3.722], [-8.000, -4.362, -3.716], [-4.184, -3.999, -3.531], [-5.077, -5.526, -3.230], [-0.344, 6.152, 3.003], [0.668, 6.035, 2.305], [-1.507, 5.725, 2.699], [-0.322, 6.713, 4.181], [-1.609, 5.255, 1.811], [-2.297, 6.015, 3.257], [0.511, 7.022, 4.662], [-1.155, 6.563, 4.732], [6.264, 4.898, 0.228], [6.248, 6.108, 0.211], [5.276, 4.223, 0.692], [7.198, 4.214, -0.370], [4.459, 4.740, 0.985], [5.283, 3.226, 0.855], [7.118, 3.207, -0.373], [8.008, 4.703, -0.725], [6.181, -1.629, -4.268], [6.974, -2.152, -4.936], [5.372, -2.228, -3.489], [5.971, -0.388, -4.220], [5.467, -3.231, -3.560], [4.510, -1.737, -3.295], [5.419, 0.036, -3.488], [6.639, 0.225, -4.667], [-3.687, -6.028, 1.338], [-3.733, -7.211, 1.178], [-4.670, -5.286, 1.752], [-2.709, -5.260, 0.987], [-5.520, -5.824, 1.837], [-4.542, -4.284, 1.765], [-2.698, -4.263, 1.149], [-1.981, -5.799, 0.542], [2.375, 0.813, 5.641], [2.216, 0.488, 4.496], [2.398, 0.005, 6.634], [2.240, 2.042, 6.054], [2.619, 0.337, 7.562], [2.446, -0.990, 6.466], [2.100, 2.796, 5.397], [2.227, 2.199, 7.052], [0.890, 7.671, -2.544], [0.716, 8.154, -3.655], [1.173, 8.390, -1.542], [0.849, 6.423, -2.253], [1.353, 7.923, -0.665], [1.362, 9.379, -1.618], [1.030, 6.201, -1.284], [0.717, 5.698, -2.943], [-0.524, -3.837, -5.734], [-0.613, -3.670, -4.539], [-1.067, -4.849, -6.351], [-0.051, -2.903, -6.447], [-1.507, -5.624, -5.877], [-0.864, -4.828, -7.341], [0.388, -2.236, -5.828], [0.040, -3.056, -7.441], [0.759, 0.255, -1.359], [0.610, 0.436, -2.547], [1.172, 1.115, -0.527], [0.583, -0.836, -0.671], [1.238, 0.958, 0.468], [1.459, 1.996, -0.929], [0.201, -1.517, -1.312], [0.557, -0.843, 0.338], [-2.887, -0.391, 3.765], [-3.981, -0.696, 3.367], [-1.969, -1.209, 4.245], [-2.408, 0.825, 3.803], [-1.182, -0.747, 4.677], [-2.236, -2.172, 4.391], [-2.941, 1.502, 3.276], [-1.484, 0.935, 4.197], [1.975, -4.936, 4.412], [1.969, -4.517, 5.519], [2.260, -4.212, 3.373], [1.617, -6.131, 4.063], [2.171, -4.548, 2.425], [2.578, -3.272, 3.559], [1.329, -6.288, 3.107], [1.632, -6.870, 4.752]]
}

---

Arrangement B

{
  "formula": "C12H48N24O12",
  "method": "the ωB97M-V functional and the def2-TZVPD basis",
  "e_lumo_ev": -0.5,
  "spin_multiplicity": 1,
  "smiles": "NC(N)=O.NC(N)=O.NC(N)=O.NC(N)=O.NC(N)=O.NC(N)=O.NC(N)=O.NC(N)=O.NC(N)=O.NC(N)=O.NC(N)=O.NC(N)=O",
  "elements": ["C", "O", "N", "N", "H", "H", "H", "H", "C", "O", "N", "N", "H", "H", "H", "H", "C", "O", "N", "N", "H", "H", "H", "H", "C", "O", "N", "N", "H", "H", "H", "H", "C", "O", "N", "N", "H", "H", "H", "H", "C", "O", "N", "N", "H", "H", "H", "H", "C", "O", "N", "N", "H", "H", "H", "H", "C", "O", "N", "N", "H", "H", "H", "H", "C", "O", "N", "N", "H", "H", "H", "H", "C", "O", "N", "N", "H", "H", "H", "H", "C", "O", "N", "N", "H", "H", "H", "H", "C", "O", "N", "N", "H", "H", "H", "H"],
  "positions_angstrom": [[3.334, -16.596, 1.772], [2.567, -16.134, 2.659], [4.236, -17.458, 2.074], [3.173, -16.288, 0.511], [4.249, -17.918, 2.973], [5.043, -17.531, 1.470], [3.814, -16.881, 0.004], [2.490, -15.653, 0.121], [-1.229, -14.660, -2.208], [-1.101, -15.660, -1.440], [-0.661, -13.460, -2.004], [-1.995, -14.643, -3.313], [-0.851, -12.679, -2.615], [0.044, -13.494, -1.282], [-2.482, -15.481, -3.598], [-1.986, -13.824, -3.904], [1.399, -13.106, 1.107], [1.250, -12.509, 0.084], [0.453, -13.360, 1.968], [2.577, -13.461, 1.394], [-0.420, -13.627, 1.534], [0.705, -13.893, 2.787], [3.414, -13.295, 0.853], [2.705, -14.137, 2.133], [1.621, -11.125, -3.749], [1.009, -10.373, -4.430], [2.067, -12.334, -4.148], [2.061, -10.902, -2.524], [2.249, -13.032, -3.440], [1.756, -12.596, -5.072], [1.931, -9.967, -2.165], [2.470, -11.601, -1.920], [-0.612, -18.244, 1.963], [-1.605, -18.970, 1.585], [-0.424, -17.035, 1.548], [0.274, -18.551, 2.878], [0.497, -16.674, 1.753], [-0.933, -16.851, 0.695], [1.008, -17.957, 3.237], [0.089, -19.447, 3.305], [1.216, -13.313, 5.182], [0.398, -14.071, 4.658], [1.852, -12.308, 4.676], [1.596, -13.431, 6.433], [2.474, -11.764, 5.258], [1.817, -12.221, 3.671], [2.168, -12.716, 6.859], [1.447, -14.270, 6.976], [5.709, -11.417, 3.758], [6.319, -12.458, 3.667], [6.165, -10.558, 4.605], [4.644, -11.025, 3.118], [7.009, -10.748, 5.127], [5.646, -9.704, 4.753], [4.262, -11.582, 2.367], [4.246, -10.143, 3.407], [7.549, -15.113, 1.385], [8.621, -15.485, 0.937], [6.409, -14.735, 0.831], [7.416, -15.027, 2.662], [6.368, -14.773, -0.177], [5.639, -14.389, 1.385], [8.249, -15.264, 3.180], [6.744, -14.356, 3.008], [4.938, -12.312, -0.945], [4.907, -12.135, 0.283], [4.115, -13.049, -1.638], [5.876, -11.956, -1.742], [3.260, -13.441, -1.269], [4.289, -12.998, -2.631], [5.975, -12.404, -2.642], [6.510, -11.242, -1.415], [1.105, -9.297, 1.280], [0.855, -8.358, 2.011], [2.195, -9.948, 1.370], [0.417, -9.670, 0.231], [2.850, -9.517, 2.008], [2.355, -10.768, 0.804], [0.753, -10.446, -0.322], [-0.435, -9.182, -0.007], [-2.761, -12.111, 1.396], [-3.941, -12.232, 1.232], [-1.866, -11.917, 0.419], [-2.236, -12.110, 2.593], [-1.113, -11.327, 0.744], [-2.154, -11.745, -0.534], [-2.778, -12.399, 3.395], [-1.267, -11.828, 2.604], [-2.710, -13.806, 5.933], [-3.743, -14.033, 6.509], [-1.917, -12.827, 6.230], [-2.440, -14.279, 4.743], [-1.042, -12.707, 5.741], [-2.350, -12.149, 6.840], [-1.451, -14.282, 4.539], [-3.006, -15.026, 4.365]]
}

---

Result of the stability comparison: arrangement A is the least stable of them.